Entry 1:
68
Properties=species:S:1:pos:R:3:lowdin_charge:R:1 method="wB97M-V/def2-TZVPD" max_force_ev_per_a=3.6 e_homo_ha="-0.5258 / -0.6148" multiplicity=6 s2=8.7704 e_lumo_ev="-10.22 / -12.61" charge=+3 homo_lumo_gap_ev="4.09 / 4.12"
Ru -0.187 0.248 -0.327 0.328
P 1.502 1.252 0.531 0.575
P -1.429 0.424 1.500 0.611
P -1.053 1.863 -1.492 0.591
H -0.128 -2.430 -5.785 0.088
C 0.243 -1.531 -6.270 0.166
C 1.532 -1.188 -6.160 0.007
H 2.345 -1.823 -6.577 0.140
C 2.662 0.126 1.385 -0.261
C 1.356 2.615 1.765 -0.218
C 2.610 2.020 -0.710 -0.255
C -2.754 -0.814 1.286 -0.261
C -0.709 -0.068 3.124 -0.252
C -2.315 1.964 1.968 -0.226
C -0.308 1.869 -3.159 -0.258
C -0.891 3.619 -0.968 -0.220
C -2.832 1.679 -1.855 -0.251
H -0.366 -1.138 -7.090 0.150
H 1.843 -0.163 -5.944 0.097
H 2.538 -0.886 0.983 -0.006
H 2.471 0.099 2.463 0.043
H 3.692 0.461 1.208 0.063
H 1.052 2.204 2.734 0.043
H 0.616 3.361 1.450 0.032
H 2.321 3.127 1.901 0.075
H 2.823 1.254 -1.468 0.034
H 3.554 2.343 -0.240 0.066
H 2.122 2.881 -1.185 0.034
H -3.482 -0.763 2.108 0.073
H -2.296 -1.814 1.270 0.013
H -3.257 -0.626 0.329 0.039
H -1.049 0.618 3.913 0.067
H 0.386 -0.055 3.068 -0.001
H -1.045 -1.081 3.379 0.044
H -2.963 1.775 2.836 0.073
H -2.939 2.317 1.141 0.034
H -1.592 2.749 2.224 0.044
H -0.887 2.536 -3.815 0.065
H -0.303 0.848 -3.564 0.009
H 0.732 2.206 -3.073 0.037
H -1.446 4.257 -1.669 0.072
H 0.167 3.916 -0.941 0.040
H -1.314 3.762 0.032 0.032
H -3.146 2.443 -2.580 0.063
H -3.418 1.771 -0.934 0.033
H -2.996 0.677 -2.274 0.046
C 1.272 -2.740 -3.667 -0.652
C -0.078 -2.420 -3.418 -0.157
C -1.064 -3.399 -3.602 -0.081
C -0.735 -4.676 -4.037 -0.044
C 0.610 -5.009 -4.215 -0.033
C 1.600 -4.050 -4.028 -0.104
S 2.556 -1.549 -3.851 0.911
H 3.464 -1.921 -2.967 -0.082
H -0.350 -1.384 -3.186 0.077
H -2.113 -3.152 -3.431 0.123
H -1.504 -5.426 -4.229 0.131
H 0.894 -6.012 -4.500 0.126
H 2.659 -4.271 -4.168 0.120
C 1.142 -3.811 -0.110 -0.283
S 0.544 -2.742 1.205 1.061
C 1.573 -3.351 2.558 -0.259
H 0.277 -4.323 -0.557 0.078
H 1.656 -3.197 -0.863 0.053
H 1.830 -4.556 0.309 0.070
H 1.947 -2.488 3.116 0.064
H 0.961 -3.986 3.210 0.093
H 2.427 -3.914 2.181 0.071

=====

Entry 2:
105
Properties=species:S:1:pos:R:3:lowdin_charge:R:1 method="wB97M-V/def2-TZVPD" max_force_ev_per_a=0.6 e_homo_ha=-0.5875 e_lumo_ev=-9.77 charge=+3 homo_lumo_gap_ev=6.22
Ta -0.676 0.395 0.480 1.776
C 4.238 4.753 0.901 -0.022
C 4.775 3.718 1.845 -0.198
C 5.807 4.005 2.733 -0.002
C 6.301 3.048 3.605 -0.031
C 5.784 1.760 3.600 -0.049
C 4.766 1.438 2.717 -0.038
C 4.262 2.420 1.871 -0.199
N 3.210 2.086 0.950 0.193
C 2.002 1.662 1.292 -0.314
N 1.712 1.490 2.582 0.178
C 0.520 1.101 3.233 -0.185
C -0.622 0.603 2.562 -0.298
C -1.682 0.157 3.384 -0.165
C -1.633 0.207 4.757 -0.031
C -0.506 0.742 5.371 0.021
C 0.584 1.182 4.635 -0.185
C 1.799 1.717 5.341 -0.013
N 1.067 1.403 0.335 -0.085
C 1.423 1.691 -1.052 -0.300
C 1.133 2.970 -1.532 -0.050
C 1.418 3.297 -2.845 -0.040
C 1.992 2.337 -3.674 -0.040
C 2.303 1.081 -3.180 -0.010
C 2.049 0.732 -1.852 -0.219
C 2.481 -0.611 -1.335 -0.015
H 4.730 5.709 1.062 0.093
H 3.165 4.905 1.037 0.084
H 4.412 4.479 -0.144 0.090
H 6.230 5.001 2.738 0.129
H 7.104 3.305 4.282 0.124
H 6.190 1.005 4.259 0.120
H 4.393 0.421 2.659 0.115
H 3.334 2.345 -0.022 0.156
H 2.476 1.728 3.208 0.109
H -2.578 -0.264 2.931 0.047
H -2.464 -0.147 5.350 0.129
H -0.470 0.816 6.450 0.136
H 1.613 1.785 6.410 0.099
H 2.071 2.718 4.999 0.103
H 2.667 1.063 5.209 0.093
H 0.715 3.708 -0.856 0.127
H 1.211 4.291 -3.217 0.126
H 2.221 2.578 -4.704 0.127
H 2.781 0.355 -3.827 0.135
H 3.570 -0.677 -1.323 0.110
H 2.117 -1.414 -1.978 0.094
H 2.136 -0.795 -0.318 0.038
C -0.463 -4.851 -4.200 -0.016
C -0.656 -3.907 -3.048 -0.210
C -0.596 -4.380 -1.735 0.091
C -0.765 -3.532 -0.647 -0.061
C -0.870 -3.960 0.802 -0.295
O -1.829 -4.610 1.138 0.156
C 0.154 -3.463 1.756 -0.156
C 1.355 -2.918 1.303 -0.047
C 2.268 -2.402 2.209 -0.074
C 1.978 -2.425 3.570 -0.061
C 0.787 -2.976 4.023 -0.043
C -0.124 -3.502 3.120 0.011
C -1.007 -2.201 -0.925 -0.219
O -1.160 -1.331 0.119 -0.232
C -1.141 -1.668 -2.214 -0.072
C -0.946 -2.568 -3.275 0.060
C -1.541 -0.280 -2.467 -0.131
N -1.426 0.690 -1.590 -0.088
C -2.043 2.001 -1.878 -0.294
C -3.453 2.030 -1.320 -0.379
Te -3.371 1.472 0.760 1.560
C -4.482 -0.334 0.517 -0.482
C -4.162 -1.542 1.124 -0.136
C -4.992 -2.637 0.933 -0.039
C -6.141 -2.518 0.165 -0.032
C -6.471 -1.298 -0.410 -0.043
C -5.647 -0.195 -0.230 -0.143
C -2.111 -0.041 -3.811 -0.223
C -3.301 -0.687 -4.148 -0.018
C -3.856 -0.490 -5.403 -0.032
C -3.206 0.311 -6.332 -0.030
C -2.003 0.926 -6.007 -0.033
C -1.459 0.765 -4.744 -0.029
H 0.254 -5.631 -3.953 0.094
H -0.111 -4.329 -5.087 0.091
H -1.407 -5.338 -4.451 0.104
H -0.414 -5.435 -1.565 0.152
H 1.590 -2.958 0.247 0.110
H 3.228 -2.036 1.862 0.106
H 2.699 -2.049 4.285 0.113
H 0.578 -3.016 5.083 0.120
H -1.048 -3.951 3.459 0.131
H -1.025 -2.215 -4.294 0.138
H -2.033 2.227 -2.942 0.121
H -1.437 2.769 -1.389 0.092
H -4.106 1.311 -1.814 0.058
H -3.885 3.027 -1.390 0.079
H -3.283 -1.665 1.740 0.077
H -4.731 -3.583 1.390 0.122
H -6.791 -3.371 0.029 0.125
H -7.378 -1.193 -0.989 0.125
H -5.938 0.753 -0.669 0.104
H -3.790 -1.338 -3.432 0.131
H -4.787 -0.974 -5.662 0.123
H -3.632 0.448 -7.316 0.125
H -1.489 1.530 -6.742 0.122
H -0.518 1.239 -4.487 0.108

=====

Entry 3:
18
Properties=species:S:1:pos:R:3:lowdin_charge:R:1 method="wB97M-V/def2-TZVPD" max_force_ev_per_a=2.4 e_homo_ha=-0.0985 e_lumo_ev=3.42 charge=-1 homo_lumo_gap_ev=6.10 smiles="CCC(=O)NCC[S-]"
O -1.331 1.769 -0.755 0.002
C -0.691 0.894 -0.175 -0.518
N 0.548 1.126 0.314 0.059
C 1.550 0.044 0.712 -0.324
C 2.659 -0.058 -0.271 -0.739
S 3.773 -1.444 0.319 0.040
C -1.333 -0.457 0.125 -0.163
C -2.789 -0.434 -0.316 -0.125
H 1.019 1.906 -0.124 0.124
H 0.965 -0.865 0.712 0.068
H 1.815 0.284 1.729 0.091
H 3.228 0.868 -0.351 0.038
H 2.296 -0.486 -1.199 0.024
H -1.235 -0.716 1.173 0.113
H -0.854 -1.197 -0.523 0.119
H -3.259 0.487 -0.060 0.052
H -3.381 -1.260 0.080 0.065
H -2.981 -0.460 -1.390 0.073

=====

Entry 4:
71
Properties=species:S:1:pos:R:3:lowdin_charge:R:1 method="wB97M-V/def2-TZVPD" max_force_ev_per_a=2.0 e_homo_ha="-0.2852 / -0.2873" multiplicity=5 s2=6.0375 e_lumo_ev="0.53 / 0.52" homo_lumo_gap_ev="8.29 / 8.34"
Cr -1.670 0.494 -0.476 0.561
C 0.882 -2.966 1.172 -0.035
C 1.471 -1.625 1.511 -0.259
C 2.863 -1.460 1.488 -0.044
C 3.441 -0.200 1.639 -0.097
C 2.684 0.893 1.963 -0.121
C 1.327 0.758 2.090 -0.122
C 0.706 -0.501 1.887 -0.291
P -1.137 -0.323 1.693 1.078
C -1.656 0.614 3.179 -0.295
C -0.959 0.561 4.383 -0.095
C -1.368 1.288 5.508 -0.086
C -2.420 2.160 5.390 -0.086
C -3.147 2.174 4.205 -0.059
C -2.863 1.368 3.119 -0.245
C -3.848 1.318 1.946 -0.037
C -2.013 -1.933 1.776 -0.331
C -2.122 -2.702 2.949 -0.092
C -2.958 -3.799 3.022 -0.091
C -3.675 -4.158 1.886 -0.077
C -3.554 -3.401 0.743 -0.047
C -2.744 -2.272 0.643 -0.338
C -2.560 -1.479 -0.614 -0.217
H 1.604 -3.657 0.792 0.068
H 0.145 -2.799 0.382 0.079
H 0.422 -3.442 2.067 0.096
H 3.539 -2.292 1.254 0.116
H 4.520 -0.197 1.529 0.107
H 3.186 1.861 2.055 0.114
H 0.629 1.609 2.205 0.119
H -0.102 -0.059 4.520 0.098
H -0.742 1.241 6.417 0.113
H -2.681 2.790 6.233 0.106
H -4.090 2.745 4.192 0.116
H -4.790 1.865 2.217 0.097
H -4.123 0.282 1.722 0.081
H -3.414 1.753 1.054 0.046
H -1.570 -2.395 3.844 0.110
H -3.009 -4.349 3.943 0.096
H -4.331 -5.008 1.941 0.100
H -4.113 -3.735 -0.108 0.107
H -3.456 -1.477 -1.236 0.043
H -1.753 -1.918 -1.246 0.053
C -2.337 3.508 -2.961 0.015
C -1.961 2.405 -1.988 -0.718
O -2.088 1.192 -2.382 -0.125
O -1.627 2.618 -0.811 -0.092
H -2.361 3.046 -3.947 0.082
H -1.597 4.308 -2.887 0.083
H -3.333 3.902 -2.648 0.101
C 1.836 -0.918 -5.214 -0.226
Ge 3.214 0.013 -4.235 0.745
C 4.940 -0.868 -4.688 -0.220
C 3.390 1.900 -4.904 -0.218
C 2.906 -0.053 -2.336 -0.634
Se 1.415 0.912 -1.588 0.917
C 2.376 2.539 -1.171 -0.379
H 2.122 -1.118 -6.268 0.032
H 0.935 -0.331 -5.336 0.016
H 1.648 -1.916 -4.819 0.021
H 4.992 -0.868 -5.780 0.015
H 4.942 -1.920 -4.366 0.018
H 5.834 -0.403 -4.309 0.005
H 3.504 1.958 -6.003 0.022
H 4.190 2.381 -4.345 0.006
H 2.452 2.452 -4.707 0.012
H 3.806 0.215 -1.815 0.012
H 2.680 -1.107 -2.127 0.017
H 1.630 3.196 -0.688 0.035
H 2.753 3.069 -2.038 0.016
H 3.188 2.259 -0.518 0.003

=====

Entry 5:
132
Properties=species:S:1:pos:R:3:lowdin_charge:R:1 method="wB97M-V/def2-TZVPD" max_force_ev_per_a=1.8 e_homo_ha="-0.1213 / -0.1212" multiplicity=2 s2=0.7539 e_lumo_ev="1.90 / 1.89" charge=-1 homo_lumo_gap_ev="5.20 / 5.19"
Ti 0.233 -0.367 -0.468 0.935
N 2.375 0.603 0.545 0.009
N 2.599 1.597 -0.436 0.016
C 2.286 1.290 -1.745 -0.715
O 2.677 1.948 -2.688 0.061
O 1.521 0.225 -1.839 -0.265
H 1.964 1.062 1.372 -0.043
H 3.265 0.151 0.729 0.092
H 3.327 2.279 -0.288 0.135
C -6.060 -0.096 -2.489 -0.064
C -5.098 0.584 -1.510 -0.372
C -5.023 2.082 -1.772 -0.079
C -3.760 -0.126 -1.564 -0.158
C -2.931 -0.077 -2.677 0.011
C -1.818 -0.898 -2.793 -0.146
C -1.033 -0.861 -4.094 -0.352
C -1.929 -1.215 -5.289 -0.055
C -0.377 0.500 -4.337 -0.050
C -1.485 -1.797 -1.735 -0.174
C -2.309 -1.805 -0.577 -0.159
C -3.397 -0.950 -0.511 0.037
C -2.134 -2.826 0.533 -0.368
C -2.890 -4.126 0.236 -0.043
C -2.564 -2.308 1.905 -0.065
C -0.896 -3.126 -2.198 -0.175
C -1.843 -3.847 -2.944 -0.049
C -1.553 -5.048 -3.557 -0.064
C -0.278 -5.580 -3.432 -0.069
C 0.655 -4.904 -2.673 -0.101
C 0.377 -3.687 -2.032 -0.280
P 1.681 -2.878 -1.023 1.190
C 2.110 -4.166 0.302 -0.662
C 2.375 -5.611 -0.132 -0.091
C 0.947 -4.220 1.293 -0.096
C 3.339 -3.629 1.049 -0.095
C 3.147 -2.698 -2.213 -0.651
C 2.593 -2.177 -3.545 -0.082
C 4.092 -1.635 -1.630 -0.086
C 3.998 -3.939 -2.501 -0.093
H -7.046 0.371 -2.446 0.075
H -6.172 -1.159 -2.265 0.077
H -5.691 -0.006 -3.513 0.079
H -5.484 0.436 -0.497 0.130
H -4.612 2.299 -2.758 0.055
H -4.383 2.589 -1.053 0.059
H -6.025 2.514 -1.715 0.078
H -3.168 0.595 -3.493 0.122
H -0.250 -1.623 -4.045 0.115
H -2.596 -0.386 -5.535 0.078
H -2.540 -2.100 -5.106 0.067
H -1.310 -1.407 -6.167 0.080
H -1.134 1.277 -4.458 0.060
H 0.214 0.455 -5.255 0.090
H 0.282 0.801 -3.528 0.049
H -4.029 -0.974 0.368 0.120
H -1.071 -3.049 0.582 0.075
H -3.953 -3.921 0.087 0.088
H -2.802 -4.803 1.089 0.080
H -2.516 -4.644 -0.646 0.062
H -3.652 -2.292 2.001 0.079
H -2.183 -1.308 2.101 0.069
H -2.192 -2.982 2.681 0.084
H -2.837 -3.426 -3.036 0.132
H -2.315 -5.563 -4.128 0.106
H -0.014 -6.512 -3.916 0.104
H 1.641 -5.329 -2.578 0.073
H 1.477 -6.077 -0.536 0.072
H 2.660 -6.178 0.760 0.088
H 3.180 -5.716 -0.855 0.057
H 0.073 -4.700 0.849 0.081
H 0.667 -3.234 1.654 0.044
H 1.253 -4.823 2.153 0.095
H 4.245 -3.664 0.448 0.060
H 3.508 -4.242 1.939 0.089
H 3.188 -2.599 1.379 0.070
H 1.964 -1.298 -3.407 0.060
H 2.031 -2.947 -4.076 0.078
H 3.438 -1.879 -4.172 0.095
H 3.575 -0.697 -1.472 0.046
H 4.902 -1.461 -2.342 0.093
H 4.543 -1.950 -0.688 0.065
H 3.451 -4.731 -3.011 0.066
H 4.464 -4.353 -1.608 0.061
H 4.807 -3.632 -3.170 0.088
S -1.814 3.494 -2.411 0.584
C -1.244 2.300 -1.490 -0.911
N -0.826 1.427 -0.826 0.024
C 0.759 1.998 5.669 -0.242
Si 1.755 2.981 4.371 0.239
C 2.257 4.564 5.301 -0.237
C 3.379 1.978 4.244 -0.251
Ge 0.674 3.014 2.262 0.561
Si -1.489 3.722 2.877 0.244
C -2.332 4.671 1.469 -0.228
C -1.729 4.808 4.418 -0.230
C -2.569 2.179 3.152 -0.243
Si 1.644 4.996 1.416 0.247
C 1.246 5.203 -0.423 -0.238
C 3.555 4.944 1.516 -0.231
C 1.168 6.652 2.223 -0.235
H 1.410 1.695 6.496 0.015
H 0.300 1.098 5.253 0.000
H -0.046 2.608 6.087 0.004
H 2.659 4.330 6.292 0.015
H 1.392 5.220 5.426 0.009
H 3.016 5.125 4.749 0.012
H 3.839 1.888 5.234 0.015
H 4.109 2.441 3.576 -0.002
H 3.187 0.966 3.874 0.000
H -1.726 5.511 1.122 0.006
H -3.295 5.064 1.812 0.021
H -2.508 4.029 0.604 -0.010
H -1.287 5.793 4.246 0.012
H -1.261 4.389 5.311 -0.004
H -2.796 4.946 4.622 0.016
H -2.400 1.475 2.331 0.001
H -3.635 2.422 3.199 0.016
H -2.291 1.676 4.083 0.011
H 1.632 4.374 -1.020 0.009
H 1.690 6.132 -0.798 0.022
H 0.169 5.243 -0.598 -0.006
H 3.991 4.744 0.532 0.012
H 3.928 4.185 2.207 -0.016
H 3.944 5.910 1.850 0.016
H 0.088 6.815 2.204 0.005
H 1.645 7.486 1.698 0.017
H 1.488 6.674 3.268 0.005
C 0.529 -0.924 2.581 -0.198
O 0.001 -0.696 1.314 -0.428
H -0.023 -1.718 3.094 0.073
H 0.463 -0.005 3.172 0.048
H 1.587 -1.216 2.526 0.070

=====

Entry 6:
75
Properties=species:S:1:pos:R:3:lowdin_charge:R:1 method="wB97M-V/def2-TZVPD" max_force_ev_per_a=1.0 e_homo_ha=-0.2932 e_lumo_ev=-3.57 homo_lumo_gap_ev=4.41
Zr 1.162 0.221 1.423 1.940
O 6.390 -0.879 4.636 0.192
C 5.393 -0.645 4.029 -0.214
C 3.946 -0.699 4.582 -0.264
O 3.612 -0.874 5.722 0.148
C 3.122 -0.379 3.415 -0.245
C 3.849 -0.162 2.285 -0.242
O 3.191 0.173 1.190 -0.173
C 5.294 -0.348 2.509 -0.251
O 6.204 -0.230 1.738 0.164
O 1.797 -0.247 3.318 -0.182
O -3.588 -5.603 -5.016 -0.335
S -3.113 -4.266 -4.757 0.391
O -3.534 -3.686 -3.493 -0.379
O -3.163 -3.335 -5.872 -0.358
C -1.312 -4.461 -4.547 -0.332
N -0.591 -4.837 -5.606 0.136
C 0.724 -4.812 -5.477 -0.105
C 1.360 -4.352 -4.328 0.001
C 0.521 -4.011 -3.287 -0.241
N -0.804 -4.113 -3.370 0.168
C 0.958 -3.335 -2.039 -0.115
C 0.285 -3.549 -0.839 0.035
C 0.553 -2.729 0.233 -0.092
N 1.404 -1.686 0.153 -0.082
C 2.083 -1.509 -0.995 -0.113
C 1.926 -2.339 -2.081 0.027
H 1.302 -5.146 -6.332 0.113
H 2.438 -4.286 -4.263 0.110
H -0.472 -4.318 -0.774 0.133
H 0.043 -2.869 1.175 0.109
H 2.751 -0.659 -1.040 0.119
H 2.473 -2.132 -2.990 0.127
O 0.117 0.673 -0.402 -0.656
S 0.039 1.900 -1.355 1.149
C -1.246 2.885 -0.638 -0.390
C -0.944 4.199 -0.319 -0.075
C -1.921 4.975 0.293 -0.049
C -3.161 4.426 0.578 -0.053
C -3.445 3.099 0.257 -0.053
C -2.487 2.317 -0.360 -0.062
C -0.817 1.211 -2.756 -0.392
C -0.911 1.992 -3.901 -0.083
C -1.666 1.517 -4.962 -0.058
C -2.331 0.300 -4.861 -0.030
C -2.232 -0.463 -3.707 -0.022
C -1.447 -0.021 -2.651 -0.070
H 0.044 4.599 -0.512 0.120
H -1.704 6.001 0.555 0.118
H -3.920 5.033 1.054 0.113
H -4.421 2.685 0.472 0.115
H -2.697 1.292 -0.643 0.119
H -0.420 2.957 -3.961 0.114
H -1.755 2.112 -5.861 0.112
H -2.952 -0.057 -5.673 0.122
H -2.805 -1.376 -3.605 0.096
H -1.388 -0.601 -1.740 0.108
O 1.247 4.467 2.027 0.135
C 1.031 3.293 2.143 -0.551
O 1.430 2.328 1.339 -0.196
C 0.233 2.686 3.283 -0.068
C 0.454 2.936 4.633 0.123
C -0.071 2.050 5.559 -0.068
C -0.715 0.870 5.216 0.117
C -0.931 0.682 3.871 -0.125
C -0.565 1.620 2.921 -0.038
N -1.225 -0.648 3.348 -0.264
O -1.780 -1.469 3.997 0.224
O -0.781 -0.864 2.186 -0.076
N 0.178 2.301 7.003 -0.339
O 0.798 3.300 7.283 0.116
O -0.271 1.491 7.780 0.113
H 1.062 3.767 4.962 0.150
H -0.953 0.125 5.962 0.150
H -0.873 1.510 1.880 0.114